DFT (ωB97M-V/def2-TZVPD) results for a structure of composition C25H63CuN4O9 at a distorted geometry.

Structure (XYZ):
```
102
Properties=species:S:1:pos:R:3
Cu 1.39 -1.29 0.94
C -1.04 -0.82 -1.92
O -0.03 -1.11 -1.00
H -2.02 -1.23 -1.68
H -1.32 0.23 -1.91
H -0.83 -0.97 -2.98
C -2.73 -0.55 4.63
O -2.11 -1.58 3.72
C -2.86 -2.19 2.75
C -3.01 -1.34 1.52
N -4.01 -0.30 1.75
C -4.14 0.66 0.64
C -4.94 1.93 1.10
O -4.17 2.73 1.94
C -4.92 3.68 2.74
H -2.66 0.48 4.28
H -2.13 -0.67 5.53
H -3.74 -0.84 4.91
H -3.79 -2.58 3.17
H -2.32 -3.06 2.37
H -3.39 -2.00 0.73
H -2.07 -0.94 1.13
H -3.78 0.21 2.59
H -4.46 0.20 -0.30
H -3.12 1.01 0.46
H -5.86 1.64 1.61
H -5.20 2.42 0.16
H -5.57 3.22 3.48
H -5.48 4.34 2.09
H -4.23 4.25 3.36
C 0.89 -4.10 1.34
O 1.96 -3.35 1.92
C 2.01 -3.33 3.37
C 0.79 -2.60 3.92
N 0.49 -1.31 3.23
C 1.25 -0.16 3.80
C 0.67 1.14 3.13
O 0.85 0.96 1.64
C 0.36 2.02 0.83
H 0.90 -5.18 1.52
H 1.14 -3.90 0.30
H -0.14 -3.76 1.46
H 2.92 -2.76 3.59
H 2.09 -4.28 3.89
H 0.89 -2.43 5.00
H -0.09 -3.24 3.88
H -0.51 -1.19 3.32
H 2.32 -0.23 3.58
H 1.05 -0.23 4.87
H 1.28 2.01 3.38
H -0.35 1.22 3.50
H -0.72 2.19 0.91
H 0.53 1.81 -0.22
H 0.71 3.02 1.10
C 1.92 -5.85 -3.88
O 2.85 -5.13 -3.06
C 2.26 -3.91 -2.55
C 3.28 -2.98 -1.94
N 2.80 -1.78 -1.24
C 3.79 -0.65 -1.42
C 3.59 0.36 -0.23
O 3.69 -0.14 1.11
C 4.85 -0.94 1.34
H 1.78 -5.25 -4.78
H 0.97 -6.11 -3.42
H 2.44 -6.72 -4.29
H 1.46 -4.14 -1.85
H 1.74 -3.35 -3.33
H 4.01 -2.73 -2.71
H 3.89 -3.48 -1.19
H 1.85 -1.56 -1.49
H 3.64 -0.11 -2.35
H 4.78 -1.10 -1.38
H 2.56 0.70 -0.21
H 4.24 1.22 -0.36
H 4.65 -1.98 1.59
H 5.40 -0.55 2.20
H 5.51 -0.89 0.47
C -3.34 3.91 -2.19
O -2.81 5.09 -1.57
C -1.36 5.12 -1.52
C -0.55 5.24 -2.86
N -0.22 3.99 -3.62
C 0.36 2.86 -2.90
C 0.83 1.77 -3.95
O 1.88 2.36 -4.66
C 2.82 1.38 -5.06
H -4.43 3.95 -2.20
H -3.08 2.92 -1.81
H -3.04 3.82 -3.23
H -1.20 4.17 -1.02
H -1.06 5.84 -0.76
H 0.32 5.88 -2.71
H -1.21 5.82 -3.50
H 0.46 4.04 -4.36
H -0.47 2.41 -2.35
H 1.12 2.96 -2.12
H -0.05 1.58 -4.56
H 1.03 0.78 -3.53
H 2.40 0.53 -5.60
H 3.38 0.94 -4.24
H 3.53 1.86 -5.74
```

E_tot = -95964.9470 eV
maximum force = 3.339 eV Å⁻¹

Atom charges from the Löwdin analysis, given in e for atoms 1 to 4: 0.3673 -0.3443 -0.3898 0.0376